55
Properties=species:S:1:pos:R:3 method="wB97M-V/def2-TZVPD" energy_ha=-1305.44020 charge=+2 e_lumo_ev=-7.37 multiplicity=1 largest_force_ha_per_bohr=0.0108 gap_ev=5.76
O -4.55795 -1.85103 -2.30593
O -0.63509 -1.72150 -0.26214
O -2.13113 -3.14094 -5.51321
O -2.75553 -1.85946 -0.92951
N 4.12319 3.68149 5.34047
N 0.06112 -2.65161 -2.99570
N -1.40620 0.89265 2.10288
C 0.93876 1.05456 2.33334
C -1.58364 1.75432 3.11566
C -2.62567 0.56051 -4.95126
C -0.50808 -4.98474 -3.47154
C 1.96444 2.56477 4.04674
C -0.17388 0.53262 1.70835
C 2.12438 3.94557 4.10452
C 3.99708 2.34416 5.28798
C -2.57720 0.32433 1.38759
C -1.42948 -1.98973 -1.11877
C 1.68040 -3.85941 -4.24421
C 0.37178 -3.76781 -3.52584
C -3.37914 -1.90520 -2.23206
C -2.32947 -2.10909 -3.23989
C 3.21504 4.47750 4.75681
C 0.78260 1.96425 3.37318
C 5.27657 4.26365 6.06984
C 2.93143 1.75958 4.64592
C -3.16197 -0.78409 -5.47750
C -1.18341 -2.33845 -2.56345
C -0.50664 2.30978 3.76860
B -2.54373 -2.05698 -4.80031
H -3.48460 0.68050 1.86411
H -4.24716 -0.82590 -5.32477
H -0.11269 -0.17899 0.89109
H 2.10244 -4.86136 -4.20985
H 0.01163 -5.85241 -3.87170
H 5.24945 5.34322 5.96851
H -2.54459 0.65266 0.35278
H 1.91715 0.75119 1.98684
H -2.38643 0.52045 -3.88513
H -2.07136 -2.93987 -6.45368
H -0.68598 2.99549 4.58500
H 1.48137 -3.60354 -5.28873
H 3.38251 5.54253 4.82720
H 2.85585 0.68101 4.63273
H 2.39239 -3.14539 -3.83735
H -1.40627 -4.83585 -4.07016
H -3.00498 -0.82772 -6.56006
H -3.35615 1.35953 -5.07953
H 1.41497 4.61641 3.64010
H -2.60369 1.98607 3.38550
H 6.19612 3.87496 5.64039
H -0.79605 -5.20580 -2.44270
H 5.20097 3.98829 7.11876
H -2.52368 -0.75906 1.42904
H 4.76801 1.76619 5.77846
H -1.72781 0.86770 -5.48738